Run i
Formula: C5H9ClOS
Source: OMol25
Level of theory: ωB97M-V with the def2-TZVPD basis set

Values from the calculation:
- SMILES string = CCC(=S)[C@@H](Cl)CO
- frontier orbital gap (eV) = 8.509

Each line ends with the Löwdin charge.
Atoms and positions in Å:
C 2.61543 -0.03346 1.33807  -0.15
C 1.08938 0.00603 1.23473  -0.27
C 0.55292 -0.14806 -0.20620  -0.78
S 1.53872 -0.28561 -1.46250  0.82
C -0.97033 -0.00648 -0.39076  -0.66
Cl -1.80313 -1.51810 0.24234  0.59
C -1.60361 1.19283 0.28802  -0.32
O -0.95107 2.33118 -0.22663  -0.04
H 3.04710 0.80046 0.83757  0.06
H 3.02697 -0.90756 0.86530  0.06
H 2.88072 0.03593 2.36206  0.06
H 0.65003 -0.74949 1.88623  0.10
H 0.70574 1.02908 1.58744  0.14
H -1.17052 0.01480 -1.44978  0.08
H -1.53730 1.06918 1.37213  0.11
H -2.64799 1.24755 0.01454  0.11
H -1.41534 3.12295 0.03466  0.09

=====

Run ii
Formula: C5H9ClOS
Source: OMol25
Level of theory: ωB97M-V with the def2-TZVPD basis set

Values from the calculation:
- SMILES string = CO/C=C(\CCl)SC
- frontier orbital gap (eV) = 9.272

Each line ends with the Löwdin charge.
Atoms and positions in Å:
C 3.46537 -0.35483 0.61675  -0.01
O 2.21834 -1.09757 -0.05346  -0.10
C 1.48612 -0.03607 -0.27596  -0.33
C 0.16883 -0.05743 -0.50424  -0.61
C -0.54581 -1.26687 -0.43412  -0.60
Cl -1.75487 -1.33135 0.90061  0.54
S -0.61111 1.55307 -1.01133  0.77
C -1.80426 2.19526 0.36294  -0.46
H 4.02297 -1.31926 0.75882  0.08
H 4.13277 0.34016 -0.04205  0.11
H 2.92911 0.19265 1.62964  0.17
H 1.95569 0.93781 0.04108  0.11
H 0.02791 -2.13974 -0.31014  0.05
H -1.30980 -1.47998 -1.27176  0.10
H -2.42908 1.38786 0.95161  0.00
H -2.64229 2.80360 -0.40978  0.08
H -1.44495 2.96095 1.35896  0.10

=====

Most stable to least stable, the ends of the list are run i and run ii.

=====

Run i
Formula: C3H10N6
Source: OMol25
Level of theory: ωB97M-V with the def2-TZVPD basis set

Values from the calculation:
- frontier orbital gap (eV) = 7.753

Each line ends with the Löwdin charge.
Atoms and positions in Å:
N 1.44710 0.31603 -0.02583  -0.11
C 0.63031 -0.26464 1.61510  -0.11
C -0.01885 0.77450 0.09536  -0.44
C -1.05298 0.01181 -0.36469  -0.42
N 1.87450 -0.50056 -1.11733  0.02
N -0.12738 2.14805 0.36694  0.08
N -0.92155 -1.25424 -0.94983  0.09
N -2.36890 0.43428 -0.03627  0.08
N 0.66242 -1.48287 1.77044  0.02
H 1.97880 1.17782 0.10243  0.12
H 2.83203 -0.79469 -0.94466  0.09
H 1.83803 0.02208 -1.99243  0.09
H -1.06586 2.46433 0.15659  0.08
H 0.10341 2.37473 1.32722  0.07
H 0.04357 -1.49846 -1.12908  0.04
H -1.37246 -1.98963 -0.41219  0.08
H -3.04165 -0.02954 -0.63189  0.08
H -2.59842 0.27169 0.93979  0.09
H 1.15786 -2.18069 1.23033  0.04

=====

Run ii
Formula: C3H10N6
Source: OMol25
Level of theory: ωB97M-V with the def2-TZVPD basis set

Values from the calculation:
- SMILES string = CNC(/N=C\NN)=N/N
- frontier orbital gap (eV) = 9.106

Each line ends with the Löwdin charge.
Atoms and positions in Å:
C 2.37687 -0.69607 0.15485  -0.12
N 1.37314 0.05036 -0.48934  -0.07
C 0.41837 0.70683 0.34059  -0.47
N -0.30348 -0.14339 1.18719  0.11
C -1.00184 -1.13026 0.89649  -0.24
N -1.42419 -1.52616 -0.33742  -0.08
N -1.37479 -0.88657 -1.57883  0.02
N 0.26832 1.97717 0.23198  0.00
N -0.89343 2.73613 0.78464  -0.01
H 2.97979 -1.10756 -0.57492  0.05
H 1.80880 -1.42404 0.81906  0.10
H 3.04278 -0.05633 0.86976  0.12
H 1.68499 0.76706 -1.08761  0.10
H -1.58119 -1.81160 1.58284  0.14
H -2.19276 -2.14673 -0.49650  0.11
H -0.39694 -0.67962 -1.69864  0.05
H -1.96791 -0.02006 -1.60903  0.11
H -1.20641 3.30859 -0.05638  0.08
H -1.61014 2.08226 1.06128  0.03

=====

Run iii
Formula: C3H10N6
Source: OMol25
Level of theory: ωB97M-V with the def2-TZVPD basis set

Values from the calculation:
- SMILES string = CN1C(N)(N)N2N[C@]12N
- frontier orbital gap (eV) = 9.511

Each line ends with the Löwdin charge.
Atoms and positions in Å:
C 0.97792 1.09106 -1.15094  -0.07
N -0.09938 0.49526 -0.38340  -0.06
C 0.03462 -0.00612 1.02449  -0.64
N 1.40510 -0.37799 1.32170  0.09
N -0.49709 0.90127 1.99231  0.10
N -0.84669 -1.16600 0.80669  0.07
N -0.25510 -1.89884 -0.31046  0.05
C -0.74158 -0.68670 -0.80239  -0.52
N -1.58136 -0.67140 -1.87992  0.17
H 0.61289 1.30578 -2.15464  0.08
H 1.25339 2.03301 -0.67648  0.08
H 1.86136 0.44504 -1.21733  0.08
H 1.98905 0.44858 1.39613  0.08
H 1.41824 -0.85977 2.21417  0.08
H -0.76681 1.79401 1.59812  0.07
H -1.30621 0.52292 2.47097  0.07
H 0.76461 -1.94577 -0.25036  0.09
H -2.03505 -1.55781 -2.04663  0.10
H -2.18791 0.13346 -1.95203  0.10

=====

Most stable to least stable, the ends of the list are run iii and run i.

=====

Run i
Formula: C3H7NOS
Source: OMol25
Level of theory: ωB97M-V with the def2-TZVPD basis set

Values from the calculation:
- SMILES string = N[C@@H](C[O-])C[S-]
- net charge = -2
- frontier orbital gap (eV) = 5.114

Each line ends with the Löwdin charge.
Atoms and positions in Å:
N -0.47924 0.44540 -1.42349  -0.01
C -0.41146 -0.18869 -0.08950  -0.54
C 0.84603 -1.04555 0.00207  -0.53
O 0.81277 -2.10864 -0.86778  -0.44
C -0.58822 0.84324 1.02499  -0.74
S 0.59803 2.24736 1.11331  -0.04
H 0.21403 1.18710 -1.44054  0.00
H -0.18716 -0.30014 -2.04961  0.03
H -1.22190 -0.93038 -0.06430  0.11
H 0.89586 -1.37827 1.07099  0.08
H 1.67500 -0.32987 -0.19401  0.07
H -0.55977 0.28876 1.96233  0.01
H -1.59395 1.26967 0.95555  0.01

=====

Run ii
Formula: C3H7NOS
Source: OMol25
Level of theory: ωB97M-V with the def2-TZVPD basis set

Values from the calculation:
- SMILES string = [O-]CNCC[S-]
- net charge = -2
- frontier orbital gap (eV) = 5.499

Each line ends with the Löwdin charge.
Atoms and positions in Å:
O 2.72598 -1.52514 -0.10392  -0.38
C 1.49006 -1.14685 -0.30804  -0.52
N 1.06178 0.38100 0.25482  -0.11
C -0.31608 0.92139 0.13048  -0.43
C -1.57954 0.02371 0.18526  -0.74
S -3.15474 1.11878 0.07129  -0.13
H 1.39072 -0.81007 -1.47782  0.08
H 0.77728 -1.88250 0.08375  0.06
H 1.47751 1.09945 0.79376  0.01
H -0.40429 1.23974 -0.95640  0.07
H -0.42941 1.79591 0.75819  0.05
H -1.52051 -0.54805 1.18467  0.05
H -1.51876 -0.66737 -0.61606  0.00

=====

Run iii
Formula: C3H7NOS
Source: OMol25
Level of theory: ωB97M-V with the def2-TZVPD basis set

Values from the calculation:
- SMILES string = [O-]CNCC[S-]
- net charge = -2
- frontier orbital gap (eV) = 5.554

Each line ends with the Löwdin charge.
Atoms and positions in Å:
O 2.97043 0.17005 -0.24847  -0.43
C 1.98541 -0.71223 0.07202  -0.59
N 0.64035 -0.26474 -0.43665  -0.14
C -0.54193 0.09403 0.45884  -0.33
C -1.84135 0.70031 -0.18523  -0.85
S -3.36389 0.01614 0.42045  -0.01
H 2.01993 -1.56215 -0.64786  0.05
H 1.95094 -0.97022 1.14606  0.07
H 0.77224 0.52282 -1.10470  0.07
H 0.01819 0.56814 1.32845  0.09
H -0.86467 -0.90900 0.82743  0.05
H -1.70906 0.59344 -1.27472  0.02
H -2.03660 1.75341 -0.35561  -0.01

=====

Most stable to least stable, the ends of the list are run i and run ii.

=====

Run i
Formula: C2H4O2S2
Source: OMol25
Level of theory: ωB97M-V with the def2-TZVPD basis set

Values from the calculation:
- expectation value of S² = 2.0090
- frontier orbital gap (spin up / spin down) (eV) = 6.787 / 7.674
- multiplicity = 3

Each line ends with the Löwdin charge.
Atoms and positions in Å:
C 0.67616 -1.94513 -0.51123  -0.10
C -0.65223 1.55686 1.16516  -0.67
O 1.44054 0.53563 -0.49306  -0.49
O -0.94542 -0.04806 -1.20048  -0.29
S 0.28352 2.79869 1.04655  0.73
S 0.29664 -0.26784 -0.11695  0.72
H 1.67121 -2.20424 -0.18757  0.03
H -1.49378 1.32863 1.79375  -0.01
H -0.09678 -2.63986 -0.22298  0.02
H -1.17986 0.88533 -1.27319  0.05

=====

Run ii
Formula: C2H4O2S2
Source: OMol25
Level of theory: ωB97M-V with the def2-TZVPD basis set

Values from the calculation:
- expectation value of S² = 2.0147
- frontier orbital gap (spin up / spin down) (eV) = 6.973 / 6.140
- multiplicity = 3

Each line ends with the Löwdin charge.
Atoms and positions in Å:
C -0.51439 -1.51474 -0.50914  -0.53
C 0.97962 0.88094 0.53559  -0.18
O 0.27036 -2.13864 0.15393  0.00
O -0.72946 1.00061 -1.64308  -0.39
S -1.99867 0.32940 0.87075  0.43
S -0.54520 0.33131 -0.40608  0.38
H -1.20911 -1.88256 -1.15293  0.06
H 1.90399 0.94177 -0.12449  0.09
H 0.80759 1.93294 0.96506  0.09
H 1.03525 0.11898 1.31039  0.04

=====

Most stable to least stable, the ends of the list are run ii and run i.